No. 1
The following is a DFT calculation (ωB97M-V/def2-TZVPD) of one molecule with the formula C4H8O2.

Calculated values
* Kohn-Sham gap (alpha / beta): 8.92 / 8.92 eV
* HOMO (alpha / beta): -8.7 / -8.7 eV
* energy relative to the best compared isomer or geometry (same formula, charge and spin): 68.50 kcal per mole

Last column: Mulliken charge in e.
Positions of all 14 atoms, in Å:
C: 1.545 -0.897 -0.541  -1.120
C: 0.713 -0.078 0.442  0.356
O: 1.167 1.188 0.705  -0.821
C: -0.577 0.460 -0.075  0.654
O: -0.478 1.365 -0.988  -0.451
C: -1.927 0.146 0.445  -1.225
H: 1.111 -1.884 -0.734  0.333
H: 2.543 -1.030 -0.116  0.314
H: 1.656 -0.368 -1.494  0.249
H: 0.510 -0.688 1.343  0.294
H: 0.492 1.637 -0.779  0.416
H: -2.165 -0.899 0.222  0.307
H: -2.689 0.808 0.033  0.355
H: -1.902 0.240 1.535  0.340

Forces on atoms 1 to 3 (eV/Å):
0.0 0.0 -0.1
-0.2 -0.3 0.0
0.3 0.3 0.2

=====

No. 2
The following is a DFT calculation (ωB97M-V/def2-TZVPD) of an isolated ion of composition C2H3N4 and charge +1.

Calculated values
* total charge: +1
* SMILES: Nn1cnc#[n+]1
* Kohn-Sham gap (alpha / beta): 7.07 / 7.08 eV
* HOMO (alpha / beta): -16.3 / -16.3 eV
* energy relative to the best compared isomer or geometry (same formula, charge and spin): 60.20 kcal per mole

Last column: Mulliken charge in e.
Positions of all 9 atoms, in Å:
N: 0.913 -0.900 0.686  -0.604
N: -0.075 -0.095 0.218  0.719
C: 0.012 0.508 -0.964  0.103
N: -1.235 1.146 -1.138  -0.214
C: -1.815 0.948 -0.050  0.526
N: -1.235 0.153 0.959  -0.446
H: 1.389 -0.528 1.507  0.276
H: 1.139 -1.767 0.332  0.231
H: 0.907 0.536 -1.550  0.410

Forces on atoms 1 to 3 (eV/Å):
-0.7 3.8 1.8
1.2 -0.8 -0.1
-2.6 0.6 0.7

=====

No. 3
The following is a DFT calculation (ωB97M-V/def2-TZVPD) of a 2-piece molecular cluster, C5H8O2 overall.

Calculated values
* SMILES: C=CO[C@H]1C=C1O.[H][H]
* Kohn-Sham gap: 9.36 eV
* HOMO: -8.8 eV
* energy relative to the best compared isomer or geometry (same formula, charge and spin): 111.24 kcal per mole

Last column: Mulliken charge in e.
Positions of all 15 atoms, in Å:
C: -2.351 0.231 0.070  -0.876
C: -1.118 0.719 0.154  0.172
O: -0.412 0.872 1.303  -0.417
C: 0.990 0.675 1.131  -0.306
C: 1.499 -0.637 0.634  -0.145
C: 1.562 0.380 -0.177  0.045
O: 1.788 0.954 -1.363  -0.468
H: -2.932 -0.051 0.941  0.281
H: -2.801 0.147 -0.914  0.276
H: -0.598 1.061 -0.740  0.317
H: 1.513 1.251 1.893  0.388
H: 1.550 -1.682 0.894  0.405
H: 2.075 0.286 -2.002  0.331
H: -0.717 -1.978 -0.808  -0.076
H: -0.047 -2.228 -1.016  0.073

Forces on atoms 1 to 3 (eV/Å):
0.1 0.2 0.1
-0.2 0.0 -0.2
-0.2 0.0 0.0

=====

No. 4
The following is a DFT calculation (ωB97M-V/def2-TZVPD) of one molecule with the formula C9H9ClN2S.

Calculated values
* SMILES: CC(/C=C\N=N\c1cccs1)=C\Cl
* Kohn-Sham gap: 7.17 eV
* HOMO: -8.1 eV
* energy relative to the best compared isomer or geometry (same formula, charge and spin): 30.45 kcal per mole

Last column: Mulliken charge in e.
Positions of all 22 atoms, in Å:
C: -0.608 -1.479 -2.805  -1.506
C: 0.407 -1.440 -1.732  0.806
C: 0.383 -2.561 -0.809  -0.519
C: 0.296 -2.394 0.621  -0.286
N: 0.058 -1.248 1.255  -0.454
N: 0.586 -0.081 1.016  0.037
C: 0.110 1.003 1.656  0.175
C: 0.336 2.251 1.152  -0.142
C: -0.309 3.252 1.989  -0.674
C: -1.045 2.684 2.958  -0.164
S: -1.108 1.000 3.043  -0.098
C: 1.162 -0.354 -1.560  -0.564
Cl: 1.195 0.997 -2.701  -0.189
H: -0.141 -1.854 -3.802  0.256
H: -0.965 -0.540 -2.971  0.497
H: -1.398 -2.191 -2.584  0.395
H: 0.066 -3.545 -1.193  0.347
H: 0.083 -3.309 1.176  0.323
H: 0.930 2.347 0.270  0.401
H: -0.221 4.333 2.114  0.313
H: -1.584 3.309 3.673  0.351
H: 1.768 -0.183 -0.768  0.696

Forces on atoms 1 to 3 (eV/Å):
1.6 -3.5 -2.2
-0.3 -0.1 0.3
-0.4 0.7 3.4

=====

No. 5
The following is a DFT calculation (ωB97M-V/def2-TZVPD) of one molecule with the formula C21H25N5O3S2.

Calculated values
* SMILES: CCN(CC)S(=O)(=O)c1ccc(C(=O)NC(=S)N(CCC#N)Cc2cccnc2)cc1
* Kohn-Sham gap: 8.24 eV
* HOMO: -8.8 eV
* energy relative to the best compared isomer or geometry (same formula, charge and spin): 11.22 kcal per mole

Last column: Mulliken charge in e.
Positions of all 56 atoms, in Å:
C: 5.218 2.416 -0.846  -1.429
C: 3.745 2.025 -0.840  -0.519
N: 3.204 2.007 -2.184  0.402
C: 2.135 2.912 -2.526  0.079
C: 2.618 4.357 -2.610  -1.479
S: 3.292 0.557 -2.976  1.321
O: 4.602 0.017 -2.780  -0.718
O: 2.802 0.750 -4.307  -0.731
C: 2.125 -0.473 -2.072  0.181
C: 2.588 -1.360 -1.118  -0.450
C: 1.678 -2.046 -0.335  -0.840
C: 0.309 -1.846 -0.510  1.233
C: -0.607 -2.510 0.456  -0.074
O: -0.224 -2.973 1.508  -0.626
N: -1.930 -2.522 0.071  0.071
C: -3.034 -2.875 0.831  0.033
S: -4.251 -3.682 0.054  -0.299
N: -3.113 -2.494 2.116  0.123
C: -4.194 -3.026 2.919  -1.347
C: -5.489 -2.204 2.790  -0.280
C: -5.335 -0.871 3.309  0.277
N: -5.190 0.181 3.732  -0.494
C: -2.235 -1.527 2.753  -1.210
C: -1.831 -0.376 1.872  0.688
C: -0.536 0.128 1.923  -0.897
C: -0.187 1.189 1.104  -0.017
C: -1.152 1.703 0.253  -0.624
N: -2.389 1.239 0.201  -0.657
C: -2.721 0.238 0.994  -0.164
C: -0.143 -0.963 -1.491  -0.350
C: 0.771 -0.276 -2.269  -1.353
H: 5.344 3.409 -1.269  0.308
H: 5.612 2.408 0.168  0.443
H: 5.770 1.704 -1.452  0.291
H: 3.162 2.729 -0.238  0.443
H: 3.634 1.028 -0.398  0.341
H: 1.781 2.592 -3.507  0.442
H: 1.309 2.830 -1.802  -0.101
H: 2.963 4.710 -1.641  0.313
H: 3.436 4.429 -3.320  0.349
H: 1.804 4.995 -2.942  0.443
H: 3.653 -1.501 -1.012  0.558
H: 2.005 -2.735 0.429  0.503
H: -2.121 -2.529 -0.924  0.418
H: -4.406 -4.042 2.576  0.584
H: -3.866 -3.062 3.960  0.517
H: -6.289 -2.703 3.341  0.443
H: -5.777 -2.152 1.736  0.253
H: -1.331 -2.033 3.117  0.395
H: -2.776 -1.120 3.613  0.682
H: 0.190 -0.314 2.590  0.372
H: 0.811 1.597 1.123  0.465
H: -0.936 2.524 -0.418  0.447
H: -3.749 -0.091 0.917  0.434
H: -1.196 -0.774 -1.630  0.341
H: 0.446 0.409 -3.036  0.464

Forces on atoms 1 to 3 (eV/Å):
-0.2 -0.1 0.1
0.6 -0.1 0.3
0.2 -0.9 -0.7

=====

No. 6
The following is a DFT calculation (ωB97M-V/def2-TZVPD) of C21H48NiO19S7 as an isolated structure.

Calculated values
* spin multiplicity: 3
* Kohn-Sham gap (alpha / beta): 8.17 / 8.05 eV
* HOMO (alpha / beta): -8.7 / -8.7 eV
* ⟨S²⟩: 2.00
* energy relative to the best compared isomer or geometry (same formula, charge and spin): 0.00 kcal per mole

Last column: Mulliken charge in e.
Positions of all 96 atoms, in Å:
Ni: 31.121 15.466 -33.010  1.036
S: 32.861 14.608 -34.740  -0.235
O: 33.052 13.175 -34.868  -0.161
O: 33.004 15.035 -33.262  0.205
O: 33.798 15.391 -35.523  -0.303
O: 31.405 15.010 -34.906  -0.054
C: 35.192 13.964 -29.713  -0.403
C: 34.064 14.918 -30.169  1.330
O: 34.463 16.167 -29.641  -0.432
C: 35.571 16.048 -28.863  0.624
O: 36.061 16.945 -28.268  -0.524
O: 36.031 14.782 -28.886  -0.387
H: 35.811 13.562 -30.515  0.215
H: 34.836 13.136 -29.100  0.300
H: 33.111 14.590 -29.753  0.292
H: 34.004 14.941 -31.257  -1.103
C: 36.126 15.795 -33.259  1.413
C: 36.059 14.285 -33.497  1.652
O: 37.352 13.819 -33.105  -0.495
C: 38.127 14.853 -32.701  0.474
O: 39.210 14.756 -32.229  -0.538
O: 37.499 16.034 -32.951  -0.444
H: 35.494 16.062 -32.410  -0.660
H: 35.849 16.383 -34.128  -0.324
H: 35.859 13.997 -34.526  -0.215
H: 35.326 13.777 -32.871  -1.025
C: 35.274 11.202 -35.939  0.287
C: 35.092 10.335 -34.680  0.391
O: 36.417 9.975 -34.309  -0.408
C: 37.312 10.456 -35.219  0.530
O: 38.482 10.334 -35.124  -0.519
O: 36.674 11.108 -36.219  -0.465
H: 35.010 12.238 -35.759  -0.264
H: 34.708 10.801 -36.778  0.428
H: 34.500 9.438 -34.855  0.244
H: 34.644 10.929 -33.883  -0.218
C: 34.401 13.205 -38.594  -0.625
S: 34.846 14.531 -39.717  0.354
O: 35.549 13.885 -40.855  -0.609
C: 33.184 14.918 -40.295  -0.629
H: 33.839 12.403 -39.076  0.473
H: 33.828 13.644 -37.772  0.014
H: 35.339 12.793 -38.227  0.193
H: 32.648 15.328 -39.433  -0.036
H: 32.698 14.015 -40.652  0.388
H: 33.287 15.715 -41.025  0.363
C: 31.632 17.227 -37.052  0.302
S: 32.630 18.159 -38.208  0.437
O: 32.481 19.600 -37.859  -0.656
C: 34.236 17.658 -37.562  -0.160
H: 32.008 17.425 -36.047  -0.730
H: 31.788 16.160 -37.212  -0.138
H: 30.585 17.511 -37.115  0.500
H: 34.913 18.352 -38.060  0.516
H: 34.467 16.636 -37.849  0.031
H: 34.229 17.816 -36.487  -0.222
C: 31.779 19.956 -34.109  -0.710
S: 31.814 18.680 -32.855  0.302
O: 31.133 17.473 -33.489  -0.180
C: 33.559 18.292 -32.974  0.110
H: 32.652 20.579 -33.923  0.423
H: 30.843 20.503 -34.108  0.355
H: 31.926 19.492 -35.089  0.060
H: 33.783 17.519 -32.246  -0.414
H: 34.135 19.198 -32.790  0.706
H: 33.734 17.923 -33.986  -0.322
C: 30.457 12.477 -37.474  -0.289
S: 30.438 10.679 -37.517  0.327
O: 31.283 10.315 -38.671  -0.608
C: 31.416 10.504 -36.019  -0.237
H: 30.143 12.865 -38.437  0.469
H: 31.482 12.740 -37.199  -0.245
H: 29.836 12.887 -36.675  0.179
H: 30.932 11.072 -35.224  0.039
H: 32.398 10.919 -36.249  -0.284
H: 31.504 9.465 -35.708  0.486
C: 28.336 16.064 -35.095  -0.145
S: 27.871 16.160 -33.385  0.218
O: 29.113 15.774 -32.643  -0.409
C: 27.751 17.935 -33.278  -0.595
H: 28.793 15.076 -35.203  -0.125
H: 29.102 16.786 -35.381  -0.192
H: 27.510 16.114 -35.804  0.587
H: 28.720 18.349 -33.568  -0.178
H: 27.683 18.213 -32.223  0.366
H: 26.911 18.323 -33.845  0.419
C: 32.299 11.754 -32.005  0.266
S: 31.128 12.712 -31.093  0.346
O: 30.610 13.746 -32.060  -0.560
C: 29.791 11.537 -30.952  -1.077
H: 31.907 11.617 -33.018  -0.366
H: 32.475 10.771 -31.567  0.727
H: 33.226 12.307 -32.143  -0.549
H: 28.864 12.098 -30.861  0.391
H: 29.969 10.973 -30.038  0.405
H: 29.742 10.914 -31.844  0.297

Forces on atoms 1 to 3 (eV/Å):
-0.9 0.4 0.1
0.1 0.6 1.4
-0.2 -0.1 -0.2

=====

| no. | energy (hartree) |
| --- | --- |
| 1 | -307.603276 |
| 2 | -296.529426 |
| 3 | -345.627685 |
| 4 | -1316.099123 |
| 5 | -2111.111808 |
| 6 | -6554.074973 |